166
Properties=species:S:1:pos:R:3:forces:R:3:lowdin_charge:R:1 method="wB97M-V/def2-TZVPD" e_lumo_ev=0.4 max_force_ev_per_a=3.26 total_charge=-1 e_above_lowest_kcal_mol=0.00
C 2.261 -2.643 5.310 -0.53 -0.65 -0.64 -0.13
C 1.107 -2.304 4.255 1.22 0.13 1.13 -0.23
C 1.252 -0.825 3.769 -0.31 0.21 0.46 -0.50
Cl 3.006 -0.313 3.449 -0.43 -0.47 0.04 0.65
C 0.303 -0.394 2.569 0.51 0.30 0.36 -0.39
C 0.354 -1.513 1.480 -0.72 -0.81 -0.04 -0.12
C 1.747 -2.038 0.984 -0.46 -1.12 -0.69 -0.19
C 1.526 -2.652 -0.469 0.57 -0.57 0.78 -0.16
C 0.564 -3.882 -0.448 -0.97 -0.10 0.08 -0.25
O 0.056 -4.174 -1.785 0.01 0.13 0.29 -0.11
O -0.926 -0.207 3.308 -0.51 -0.54 -0.82 -0.24
P -2.015 1.026 2.763 1.64 -1.46 -2.35 0.73
C -3.470 0.366 3.747 -1.31 -1.13 0.68 -0.17
C -4.821 0.090 2.953 -0.86 0.76 0.89 -0.09
C -6.044 0.551 3.832 1.58 -0.03 0.70 -0.37
F -5.975 1.885 4.163 -0.17 -1.19 -0.52 0.09
F -5.980 -0.124 5.055 -0.27 0.49 -1.08 0.07
C -7.480 0.281 3.237 -0.84 0.26 1.45 -0.27
F -8.097 -0.694 4.008 0.67 0.59 -1.04 0.09
F -8.249 1.411 3.427 0.63 -1.09 -0.75 0.12
C -7.638 -0.189 1.752 -1.80 -1.08 -0.12 -0.26
F -7.088 -1.428 1.526 0.19 1.55 0.29 0.13
F -9.003 -0.436 1.617 1.20 0.46 0.17 0.10
C -7.281 0.872 0.635 -0.72 1.35 -0.56 -0.26
F -6.733 2.024 1.149 0.02 -1.56 -0.18 0.14
F -8.467 1.306 0.068 1.09 -0.62 0.47 0.12
C -6.433 0.340 -0.577 0.04 0.18 -1.00 -0.30
F -5.314 -0.347 -0.247 -1.21 0.43 0.05 0.15
F -7.270 -0.458 -1.327 0.84 0.45 0.87 0.13
C -5.942 1.490 -1.566 0.82 -1.05 -0.76 -0.46
F -6.948 2.209 -2.097 1.02 -0.22 0.91 0.17
F -5.351 0.817 -2.621 -0.61 0.66 0.92 0.11
F -4.967 2.229 -1.005 -1.38 -0.20 -0.47 0.17
C -2.456 0.041 1.163 -0.35 0.93 -1.42 -0.24
N -2.749 -1.366 1.122 -0.17 -0.63 -0.64 -0.14
C -2.801 -2.407 2.086 -0.48 -2.01 0.67 -0.18
O -2.902 2.346 1.905 -0.15 0.34 0.92 -0.23
N -3.787 2.996 2.659 -0.14 0.77 -0.65 -0.11
O -4.243 3.933 2.067 -0.13 -0.31 0.39 0.01
C -1.350 2.293 4.048 0.54 1.08 3.03 -0.34
F -0.292 1.790 4.841 -0.65 0.16 -1.16 0.02
F -2.249 2.646 5.086 0.12 -0.50 -1.27 -0.01
C -0.816 3.679 3.511 0.36 1.94 0.21 -0.23
F -1.214 4.712 4.391 0.24 -1.02 -0.61 0.00
F 0.574 3.786 3.526 -1.24 -0.66 -0.13 0.03
O -0.681 1.688 1.802 1.14 -0.05 0.40 -0.25
C 0.572 1.064 2.000 1.46 -0.38 1.48 -0.31
C 1.572 1.346 0.838 -0.72 0.78 -0.67 -0.11
C 0.993 1.478 -0.614 1.23 0.43 -0.29 -0.20
O 1.075 2.872 -1.041 -0.12 -0.16 -0.08 -0.11
H 2.670 -1.737 5.805 -0.25 -0.70 -0.34 0.05
H 3.059 -3.198 4.751 -0.39 0.74 0.70 0.07
H 1.856 -3.351 6.077 0.37 0.63 -0.53 0.07
H 1.173 -3.089 3.476 -0.35 0.69 0.32 0.09
H 0.154 -2.376 4.830 0.42 0.16 -0.87 0.12
H 1.014 -0.240 4.693 0.04 -0.12 -1.19 0.11
H -0.237 -1.263 0.558 0.51 0.22 0.97 0.11
H -0.158 -2.432 1.877 0.26 0.99 -0.18 0.09
H 2.594 -1.326 0.991 -0.75 -0.31 -0.14 0.07
H 2.086 -2.925 1.589 -0.24 0.97 -0.22 0.11
H 2.529 -3.062 -0.763 -0.84 0.57 -0.27 0.11
H 1.155 -1.874 -1.179 0.34 -0.67 0.45 0.11
H 1.051 -4.810 -0.068 -0.09 0.95 -0.12 0.08
H -0.347 -3.725 0.186 0.86 0.25 -0.26 0.10
H -0.857 -4.493 -1.696 0.59 0.20 0.00 0.07
H -3.800 0.918 4.650 0.81 0.07 -0.61 0.09
H -3.159 -0.641 4.132 -0.03 1.01 -0.34 0.09
H -5.001 -0.996 2.795 0.34 0.79 -0.28 0.11
H -4.913 0.685 2.018 0.33 -0.66 0.47 0.09
H -3.305 0.593 0.655 0.64 -0.49 0.67 0.07
H -1.625 0.244 0.431 -0.57 -0.19 0.91 0.08
H -2.720 -1.734 0.173 0.01 0.22 0.57 0.11
H -2.301 -3.336 1.672 -0.34 0.82 0.35 0.07
H -2.334 -2.283 3.091 -0.13 0.56 -0.95 0.07
H -3.863 -2.769 2.286 0.78 0.38 0.00 0.07
H -1.168 4.023 2.523 0.17 -0.76 0.48 0.15
H 1.162 1.491 2.865 -1.04 0.13 -0.57 0.11
H 2.463 0.683 0.792 -0.83 0.27 0.45 0.08
H 1.996 2.365 1.074 -1.13 -1.39 -0.48 0.09
H 1.693 0.932 -1.305 -1.02 0.00 0.53 0.11
H -0.068 1.184 -0.753 0.74 -0.02 0.27 0.10
H 1.860 2.992 -1.595 -0.30 -0.29 0.30 0.06
C 5.194 4.299 2.263 -0.09 0.11 0.24 0.06
N 4.903 3.275 1.225 -0.45 -0.10 0.18 -0.40
O 3.824 2.724 1.272 1.47 0.42 -0.08 0.07
O 5.776 3.059 0.397 -0.03 0.04 0.05 0.03
H 4.334 4.379 2.922 0.01 -0.10 -0.12 0.10
H 6.074 3.968 2.813 0.03 0.05 -0.10 0.08
H 5.380 5.240 1.752 0.10 -0.09 0.00 0.10
C 6.068 2.442 -3.603 0.05 -0.02 -0.05 0.03
N 5.258 1.564 -2.719 -0.16 0.11 0.05 -0.43
O 4.115 1.906 -2.486 0.24 -0.24 0.06 0.07
O 5.802 0.562 -2.290 -0.20 0.18 -0.04 0.06
H 5.460 3.287 -3.906 -0.06 -0.14 0.06 0.08
H 6.932 2.772 -3.032 -0.12 -0.30 -0.14 0.07
H 6.368 1.853 -4.467 0.02 0.00 0.08 0.10
C 3.650 -7.807 -0.750 0.11 -0.24 0.15 0.05
N 3.063 -6.465 -0.492 0.01 0.05 0.00 -0.43
O 3.010 -6.088 0.665 0.01 0.00 -0.29 0.07
O 2.678 -5.842 -1.461 0.23 -0.14 0.26 0.06
H 3.948 -8.245 0.198 -0.06 0.12 -0.03 0.09
H 2.885 -8.411 -1.234 0.08 0.10 -0.10 0.10
H 4.510 -7.668 -1.401 -0.15 0.00 -0.09 0.10
C -3.093 2.276 -3.922 -0.22 -0.03 0.04 0.03
N -2.061 2.835 -4.835 0.16 -0.03 0.04 -0.44
O -2.453 3.406 -5.843 0.12 -0.12 0.08 0.03
O -0.902 2.683 -4.516 -0.33 0.11 -0.21 0.09
H -4.073 2.489 -4.338 0.11 0.05 -0.01 0.09
H -2.926 1.203 -3.854 0.12 0.09 0.09 0.09
H -2.973 2.754 -2.952 0.11 -0.12 -0.02 0.11
C 3.412 -4.422 -4.831 -0.10 0.25 -0.03 0.05
N 3.963 -5.620 -5.521 0.02 0.03 -0.07 -0.45
O 4.305 -5.493 -6.682 -0.04 -0.19 0.26 0.06
O 4.033 -6.647 -4.871 0.05 0.18 -0.23 0.05
H 3.410 -3.589 -5.527 0.05 -0.14 -0.02 0.09
H 2.399 -4.662 -4.512 0.12 -0.04 0.16 0.10
H 4.052 -4.212 -3.977 -0.14 -0.11 0.05 0.10
C 7.069 5.392 -6.783 -0.04 0.28 -0.52 0.02
N 6.329 4.126 -6.562 -0.08 0.02 -0.02 -0.43
O 5.197 4.207 -6.121 0.25 -0.14 -0.10 0.06
O 6.909 3.093 -6.837 -0.20 0.18 0.13 0.06
H 6.431 6.222 -6.495 0.00 -0.13 0.01 0.10
H 7.960 5.361 -6.174 0.03 -0.14 -0.30 0.07
H 7.317 5.445 -7.841 -0.02 -0.11 0.05 0.10
C -4.276 0.659 -7.345 -0.27 0.10 -0.12 0.05
N -3.923 -0.464 -6.435 0.02 0.00 0.00 -0.43
O -4.791 -1.283 -6.184 0.27 0.14 0.01 0.05
O -2.788 -0.483 -6.005 -0.32 -0.07 -0.01 0.08
H -5.313 0.548 -7.648 0.08 -0.08 0.08 0.10
H -4.129 1.587 -6.795 0.17 -0.03 -0.09 0.08
H -3.612 0.604 -8.205 0.07 0.07 0.14 0.11
C 7.787 0.867 1.412 0.02 -0.18 -0.26 0.04
N 7.298 1.287 2.753 -0.13 -0.21 -0.22 -0.44
O 6.266 0.785 3.152 0.36 0.35 0.16 0.06
O 7.972 2.110 3.354 -0.26 -0.14 0.02 0.03
H 7.092 0.140 1.001 -0.03 0.11 0.09 0.10
H 7.832 1.755 0.787 0.04 -0.05 0.11 0.08
H 8.774 0.428 1.547 -0.01 0.13 0.05 0.10
C 7.296 0.526 6.760 -0.03 0.27 -0.02 0.04
N 6.645 -0.763 7.114 -0.18 -0.05 0.05 -0.45
O 5.563 -0.714 7.665 0.30 -0.13 -0.10 0.07
O 7.248 -1.780 6.823 -0.15 0.20 0.09 0.05
H 6.652 1.342 7.075 -0.03 -0.14 -0.02 0.10
H 8.250 0.563 7.282 -0.01 -0.09 -0.12 0.10
H 7.435 0.541 5.682 0.05 -0.04 0.07 0.07
C 7.047 6.867 -2.418 -0.10 0.28 -0.08 0.06
N 7.565 5.642 -3.082 0.06 0.03 0.11 -0.40
O 7.934 5.745 -4.244 -0.02 -0.15 0.96 0.03
O 7.584 4.628 -2.417 0.27 0.59 -0.25 0.07
H 7.089 7.691 -3.124 0.03 -0.13 0.00 0.10
H 6.021 6.667 -2.115 0.10 -0.07 0.08 0.11
H 7.680 7.064 -1.556 -0.10 -0.12 0.02 0.10
C -10.197 -2.625 4.759 -0.04 0.22 -0.09 0.03
N -11.018 -3.533 5.606 -0.10 0.00 0.02 -0.45
O -12.168 -3.202 5.835 0.24 -0.19 0.02 0.06
O -10.479 -4.545 6.010 -0.20 0.21 -0.06 0.06
H -10.803 -1.771 4.474 0.00 -0.10 0.07 0.10
H -9.341 -2.311 5.350 0.00 -0.14 -0.07 0.09
H -9.886 -3.188 3.883 0.10 -0.01 0.12 0.10
C -6.544 -3.821 -6.894 -0.09 0.14 0.14 0.04
N -6.750 -4.441 -8.230 -0.10 -0.01 -0.04 -0.45
O -7.670 -4.023 -8.909 0.25 -0.17 0.04 0.06
O -5.980 -5.326 -8.550 -0.22 0.20 -0.01 0.06
H -7.297 -3.053 -6.746 0.05 -0.07 -0.10 0.10
H -6.641 -4.608 -6.149 0.13 0.00 -0.08 0.10
H -5.546 -3.389 -6.882 -0.03 -0.13 0.05 0.08

19
Properties=species:S:1:pos:R:3:forces:R:3:lowdin_spin:R:1 method="wB97M-V/def2-TZVPD" s_squared=12.009 e_lumo_ev="-1.9 / -1.8" spin_multiplicity=7 max_force_ev_per_a=3.17 e_above_lowest_kcal_mol=132.08
O 3.440 -0.349 -1.012 0.68 0.22 2.05 -0.01
C 2.549 0.087 -0.084 1.22 -0.69 -2.85 0.00
C 1.795 -1.175 0.383 -0.20 -0.60 -0.55 0.00
O 0.432 -0.933 0.718 -0.78 -0.08 0.89 -0.02
C -0.580 -1.237 -0.346 -0.13 -0.09 -0.57 0.00
C -1.837 -0.507 -0.120 0.06 -0.64 0.48 -0.01
O -1.450 0.914 0.047 -0.16 0.75 -0.46 -0.02
C -2.393 1.857 -0.394 -0.58 0.16 -0.46 0.00
Sm -0.082 1.032 1.779 0.94 -0.39 0.09 6.05
H 2.366 1.096 -0.558 -2.70 -0.25 -0.28 0.00
H 2.670 0.603 0.919 1.59 -0.03 1.64 0.00
H 2.296 -1.591 1.272 -0.05 0.44 -0.01 0.00
H 1.812 -2.029 -0.314 0.12 0.78 -0.36 0.00
H -0.747 -2.324 -0.322 0.00 0.34 0.02 0.00
H -0.083 -0.968 -1.292 -0.07 -0.01 0.28 0.00
H -2.278 -0.809 0.852 -0.15 0.08 0.01 0.00
H -1.982 2.861 -0.215 -0.06 -0.08 -0.08 0.00
H -2.586 1.721 -1.469 0.04 0.06 0.35 0.00
H -3.341 1.750 0.156 0.21 0.00 -0.19 0.00

104
Properties=species:S:1:pos:R:3:forces:R:3:lowdin_charge:R:1 method="wB97M-V/def2-TZVPD" e_lumo_ev=-1.3 max_force_ev_per_a=9.34 e_above_lowest_kcal_mol=181.71
C 4.298 0.466 -0.452 0.38 0.40 0.44 -0.25
Si 3.407 2.079 -1.134 0.81 -1.64 0.31 0.48
C 4.665 3.515 -0.892 1.09 0.44 0.18 -0.22
C 3.158 1.760 -3.028 -0.31 0.62 -0.16 -0.20
O 1.915 2.224 -0.221 0.95 2.44 -1.44 -0.26
C 1.323 3.567 -0.312 -1.59 0.35 0.73 -0.27
C 0.342 3.813 -1.601 1.34 -0.31 -0.04 -0.09
C -0.975 2.840 -1.673 2.14 0.59 -1.38 -0.47
N -1.800 3.308 -2.880 -3.11 6.60 3.58 0.08
C -2.494 4.463 -2.576 -1.08 -3.36 0.24 -0.50
S -3.730 5.569 -2.073 4.59 -3.58 -2.04 0.65
O -0.517 1.469 -2.005 -3.30 0.09 -0.84 -0.09
C -1.646 0.651 -2.530 -1.42 -1.57 -6.28 -0.10
O -1.845 0.393 -3.843 2.07 1.94 8.90 -0.04
P -2.010 2.755 -0.070 -6.50 -1.96 2.22 0.80
O -3.516 2.298 -0.423 5.62 1.74 1.03 -0.39
O -1.416 1.529 1.068 -2.01 2.46 -1.70 -0.22
O -2.175 4.299 0.743 2.49 -2.61 -1.54 -0.21
H 4.215 0.531 0.715 0.03 -0.60 -2.08 0.04
H 5.468 0.501 -0.692 -2.74 -0.10 0.39 0.01
H 3.798 -0.482 -0.925 1.10 1.63 1.24 0.04
H 5.596 3.101 -0.279 -1.95 0.83 -1.23 0.06
H 5.080 3.788 -1.968 -0.87 -0.24 2.27 0.06
H 4.269 4.440 -0.296 0.93 -2.02 -1.82 -0.08
H 3.899 0.894 -3.343 -1.64 1.87 0.45 0.05
H 3.416 2.789 -3.573 -0.67 -2.42 0.77 0.06
H 2.031 1.465 -3.174 2.24 0.43 -0.16 0.04
H 0.652 3.696 0.668 1.50 -0.35 -1.94 0.08
H 2.090 4.453 -0.286 -1.24 -1.78 -0.11 0.09
H 0.072 4.976 -1.609 0.18 -2.68 0.00 0.15
H 0.986 3.581 -2.569 -1.59 0.50 1.84 0.14
H -2.423 0.151 -1.779 2.00 1.42 -1.14 0.18
H -2.285 1.200 1.492 1.66 0.77 -1.03 0.10
H -1.270 4.688 0.929 -1.32 -0.54 -0.18 0.07
C 3.595 5.051 2.605 0.10 -0.04 0.17 -1.50
Cl 4.273 5.942 1.231 -0.11 0.57 0.70 0.59
Cl 4.318 5.606 4.124 -0.14 -0.13 -0.31 0.53
Cl 1.833 5.230 2.653 0.21 0.06 0.10 0.54
H 3.831 3.991 2.478 -0.10 0.31 0.03 0.01
C 6.824 -2.723 -1.490 0.04 -0.09 0.00 -1.51
Cl 8.554 -3.041 -1.278 -0.30 0.03 -0.08 0.50
Cl 6.006 -2.662 0.081 0.09 -0.06 -0.18 0.52
Cl 6.574 -1.212 -2.381 0.13 -0.30 -0.12 0.54
H 6.392 -3.541 -2.072 0.14 0.30 0.20 0.02
C 2.325 2.920 6.324 -0.02 0.15 0.12 -1.55
Cl 3.762 3.584 7.121 -0.17 -0.17 -0.05 0.51
Cl 1.100 4.180 6.099 0.12 -0.17 0.06 0.51
Cl 2.759 2.188 4.770 -0.04 -0.07 0.05 0.53
H 1.905 2.141 6.966 0.18 0.33 -0.33 -0.09
C -2.683 -2.861 -3.880 0.09 0.05 -0.18 -1.53
Cl -2.467 -3.714 -5.418 -0.01 0.17 0.34 0.50
Cl -4.406 -2.677 -3.508 0.12 0.03 0.02 0.53
Cl -1.851 -3.717 -2.571 -0.07 0.09 -0.07 0.51
H -2.243 -1.865 -3.974 -0.21 -0.27 0.02 -0.02
C -7.219 4.049 -1.407 0.18 -0.09 -0.09 -1.54
Cl -7.188 5.768 -0.980 0.00 -0.14 -0.01 0.50
Cl -8.748 3.310 -0.901 0.13 0.03 0.01 0.52
Cl -6.970 3.835 -3.148 -0.03 0.01 0.26 0.51
H -6.403 3.549 -0.878 -0.21 0.14 -0.17 0.01
C 1.781 1.251 9.934 0.02 -0.01 0.14 -1.49
Cl 3.400 1.357 10.646 -0.24 -0.04 -0.08 0.53
Cl 1.157 2.867 9.564 -0.03 -0.19 0.12 0.55
Cl 1.809 0.246 8.474 0.06 -0.03 0.20 0.53
H 1.114 0.782 10.662 0.22 0.14 -0.27 0.02
C -0.610 -2.838 7.896 0.20 -0.12 0.01 -1.53
Cl 1.110 -3.252 7.993 -0.38 -0.22 0.34 0.49
Cl -1.054 -1.717 9.194 -0.10 -0.17 -0.07 0.51
Cl -0.993 -2.139 6.313 -0.13 -0.10 0.24 0.49
H -1.192 -3.754 8.018 0.25 0.38 -0.09 -0.04
C -5.901 -6.173 -1.975 0.04 0.07 -0.04 -1.55
Cl -5.684 -7.026 -3.513 0.00 0.16 0.18 0.51
Cl -7.623 -5.990 -1.603 0.20 0.03 -0.04 0.51
Cl -5.069 -7.030 -0.666 -0.06 0.13 -0.14 0.51
H -5.461 -5.177 -2.069 -0.13 -0.33 0.01 -0.02
C 0.007 -6.143 -7.933 -0.08 0.02 0.19 -1.51
Cl 1.444 -5.478 -7.136 -0.18 -0.11 -0.07 0.52
Cl -1.218 -4.883 -8.159 0.34 -0.43 0.48 0.46
Cl 0.441 -6.875 -9.488 -0.06 0.04 0.15 0.51
H -0.413 -6.921 -7.292 0.16 0.27 -0.23 0.02
C -4.857 -3.795 6.507 -0.08 0.01 -0.20 -1.51
Cl -4.551 -2.273 5.653 -0.15 -0.20 0.14 0.51
Cl -4.687 -5.172 5.404 -0.06 0.19 0.18 0.53
Cl -3.760 -3.965 7.888 -0.31 -0.03 -0.01 0.55
H -5.883 -3.779 6.882 0.38 -0.01 -0.10 0.02
C 3.699 -1.855 5.035 -0.03 0.17 -0.06 -1.52
Cl 3.916 -2.708 3.497 -0.01 0.13 0.15 0.52
Cl 1.977 -1.672 5.408 0.52 0.21 -0.44 0.45
Cl 4.531 -2.712 6.344 -0.07 0.12 -0.10 0.52
H 4.139 -0.859 4.942 -0.13 -0.33 0.04 0.01
C -2.352 -2.914 -11.819 0.02 -0.10 -0.18 -1.53
Cl -3.988 -2.557 -11.240 0.17 -0.05 -0.10 0.52
Cl -1.265 -1.555 -11.489 -0.12 -0.16 -0.07 0.52
Cl -1.738 -4.398 -11.072 -0.22 0.38 -0.68 0.48
H -2.396 -3.066 -12.901 0.00 0.10 0.38 0.02
C -12.737 3.684 -1.997 0.07 0.02 -0.01 -1.54
Cl -13.302 2.104 -1.426 0.11 0.17 -0.04 0.51
Cl -12.792 3.762 -3.766 0.06 -0.01 0.23 0.51
Cl -13.707 4.985 -1.286 0.15 -0.14 -0.06 0.51
H -11.700 3.814 -1.678 -0.35 -0.03 -0.12 -0.02
C 11.646 -5.355 0.426 -0.01 -0.09 0.04 -1.53
Cl 9.933 -5.706 0.712 0.26 -0.03 -0.02 0.50
Cl 11.832 -4.211 -0.914 0.03 -0.15 0.11 0.50
Cl 12.405 -4.720 1.896 -0.06 -0.11 -0.19 0.52
H 12.148 -6.288 0.155 -0.18 0.34 0.09 0.02